Molecular formula: C35H74BBr2N6O9
Method: DFT, wB97M-V/def2-TZVPD

Output
Gap between HOMO and LUMO, eV: 5.567
Electronic energy, eV: -205625.5142
HOMO, eV: -3.851
Net charge: -1

The geometry in XYZ format:
```
127
Properties=species:S:1:pos:R:3:forces:R:3
C 1.01956 0.43052 2.78591 0.997 -0.007 -0.137
O 0.98957 0.48760 1.33171 -1.574 -0.309 1.094
C -0.39906 0.50739 0.94012 -0.434 0.259 -1.620
C -0.48235 0.88886 -0.61889 -1.021 0.577 1.345
C -0.37489 2.47002 -0.82129 -0.056 -0.406 -1.260
C 1.12005 3.01668 -0.87337 0.261 0.033 0.644
C 1.63390 3.69105 0.47377 0.804 -0.206 0.013
C 1.26947 5.23133 0.62983 -0.246 -0.051 -0.328
C -0.20701 5.63001 0.18813 -0.135 0.812 0.250
C -1.34405 5.39178 1.29274 -0.266 -0.231 -0.068
C -0.98848 4.33525 2.42388 0.221 0.557 0.638
C -2.10853 4.12441 3.54087 -0.523 -0.258 0.041
C -3.60792 4.44153 3.09545 0.547 -0.172 0.810
B -4.36170 3.19168 2.28624 0.055 1.191 1.605
O -5.79389 3.65456 2.33985 -1.191 0.471 -2.195
C -6.34614 3.46781 1.03256 0.715 -0.289 0.720
C -5.02007 3.48586 0.13094 0.015 0.688 -0.779
C -5.36790 2.90576 -1.30688 -0.052 -2.706 0.536
Br -5.23021 4.21400 -2.81490 -0.117 -1.045 1.186
C -5.76760 1.60097 -1.59748 0.564 2.166 -1.138
C -6.14914 1.07391 -3.05546 -1.057 0.118 1.337
Br -5.89534 0.23417 -0.15956 0.289 1.097 -1.259
O -3.93663 2.92713 0.88111 -2.031 0.013 -1.193
H 1.33075 1.46049 3.15349 -0.577 -1.139 -0.127
H 1.80826 -0.33345 3.09353 -1.299 1.237 -0.362
H 0.00058 0.13029 3.18237 1.352 0.344 -0.216
H -0.93325 -0.49435 1.11195 0.999 0.996 -0.124
H -0.99185 1.26691 1.55730 0.770 -0.801 -0.880
H -1.53273 0.56985 -0.93390 1.471 0.425 0.214
H 0.27233 0.32440 -1.24446 -0.795 0.547 0.815
H -1.04398 2.99296 -0.07351 0.907 -0.578 -0.781
H -0.83799 2.67840 -1.84847 0.500 -0.189 1.297
H 1.80432 2.12783 -1.07985 -0.823 1.040 0.169
H 1.28748 3.77631 -1.70763 -0.396 -0.926 0.893
H 2.78000 3.63490 0.44305 -1.402 0.075 0.119
H 1.33660 3.04963 1.36580 0.177 0.929 -1.173
H 1.98708 5.81692 -0.02402 -0.782 -0.655 0.593
H 1.45776 5.59480 1.69735 -0.263 -0.580 -1.374
H -0.52086 5.17312 -0.81033 0.668 0.392 1.382
H -0.18499 6.75867 -0.00640 -0.015 -1.462 0.146
H -2.31529 5.09884 0.76503 1.304 0.255 0.770
H -1.56136 6.38055 1.81079 0.267 -1.139 -0.545
H -0.06602 4.74525 2.96710 -1.036 -0.740 -0.783
H -0.71088 3.32108 2.01163 -0.349 1.277 0.231
H -1.87466 4.67049 4.51753 0.029 -0.436 -1.357
H -2.08529 3.01137 3.81563 -0.061 1.422 -0.261
H -3.73869 5.44113 2.56232 0.385 -1.077 0.596
H -4.21196 4.54080 4.06694 0.705 -0.111 -1.247
H -4.33268 2.18071 2.93186 0.553 -0.780 0.360
H -7.06627 4.23833 0.61242 0.844 -0.251 0.874
H -6.95978 2.51698 1.10884 0.910 0.623 -0.904
H -4.67302 4.55515 -0.04962 -1.102 -0.870 0.065
H -5.29469 0.52904 -3.55178 -0.935 0.639 0.570
H -6.55866 1.92500 -3.69558 0.940 -1.057 0.887
H -7.04318 0.37958 -2.89149 1.375 0.630 -0.379
C -0.91561 -3.42052 -2.34930 0.065 -0.086 -0.050
C -1.92233 -2.31621 -2.17061 -0.140 0.475 -0.033
O -1.75553 -1.19868 -2.63547 0.070 -0.220 -0.252
N -3.05099 -2.59075 -1.46269 0.334 -0.163 -0.225
C -3.43166 -3.84021 -0.83854 -0.290 0.481 0.052
H -0.07102 -3.05563 -2.93036 -0.123 0.063 0.124
H -0.54747 -3.75199 -1.37643 0.030 -0.110 -0.112
H -1.36983 -4.25733 -2.88624 0.056 -0.096 0.139
H -3.67578 -1.80116 -1.38264 -0.033 0.001 0.118
H -4.38268 -4.16545 -1.26668 0.018 -0.227 0.142
H -3.56215 -3.66645 0.23175 -0.032 -0.261 0.023
H -2.68665 -4.61794 -0.98732 0.011 0.133 -0.040
C 2.22245 -3.33554 2.61019 -0.102 0.079 -0.057
C 2.44571 -2.84312 4.01652 -0.191 0.248 0.296
O 1.83120 -1.89313 4.47941 0.176 -0.488 0.200
N 3.37003 -3.49722 4.77637 -0.287 0.045 -0.434
C 4.18722 -4.63273 4.40238 0.101 0.229 0.472
H 1.46328 -2.72379 2.12424 0.121 0.034 0.100
H 3.14728 -3.25977 2.03462 -0.096 -0.156 -0.072
H 1.87507 -4.37102 2.62649 0.145 -0.008 -0.106
H 3.47101 -3.11835 5.70475 0.068 0.042 -0.115
H 3.97026 -5.45266 5.09026 0.230 -0.164 -0.151
H 5.23564 -4.34622 4.50281 0.056 -0.314 -0.055
H 3.99987 -4.96002 3.38275 -0.100 0.138 0.073
C -0.04720 6.59279 -5.26392 -0.136 0.064 -0.062
C 1.09536 6.18060 -4.37322 0.226 0.080 0.523
O 1.33019 6.73857 -3.31401 -0.048 0.016 -0.199
N 1.87769 5.14427 -4.78908 -0.285 0.276 -0.148
C 1.75300 4.36690 -6.00472 0.398 -0.128 0.409
H -0.58172 7.42528 -4.80934 0.152 -0.108 0.084
H 0.33251 6.91402 -6.23659 -0.118 -0.114 -0.043
H -0.74372 5.76092 -5.38929 0.027 0.061 -0.140
H 2.62318 4.91831 -4.14797 -0.085 -0.024 -0.009
H 1.60875 3.31914 -5.73228 -0.065 -0.046 -0.263
H 2.67977 4.46448 -6.57494 -0.121 -0.128 -0.214
H 0.91844 4.69537 -6.61874 0.047 0.034 0.128
C 2.68275 -1.27996 -3.15817 -0.059 0.015 -0.140
C 2.96037 -1.52324 -1.69798 -0.179 -0.132 0.480
O 2.25048 -2.23868 -1.00904 0.053 -0.090 -0.151
N 4.04725 -0.90978 -1.15241 -0.182 -0.180 -0.412
C 4.99572 -0.03277 -1.80664 0.021 -0.088 0.576
H 1.79046 -1.82769 -3.45623 0.075 0.039 0.171
H 2.51077 -0.21572 -3.33445 0.076 -0.044 -0.091
H 3.52259 -1.62992 -3.76292 -0.026 0.140 -0.050
H 4.17612 -1.11231 -0.17268 -0.074 0.118 -0.033
H 5.99188 -0.47279 -1.71931 0.096 0.190 -0.176
H 4.98422 0.93220 -1.29518 0.139 0.093 -0.201
H 4.76066 0.11597 -2.85744 -0.065 -0.073 0.105
C 3.48033 -5.00019 8.13871 -0.048 0.016 0.002
C 4.81508 -5.69789 8.16076 0.511 -0.001 -0.169
O 5.76666 -5.31173 7.49674 -0.234 -0.006 0.064
N 4.93814 -6.79589 8.95811 -0.249 0.345 -0.178
C 3.92995 -7.39588 9.80869 0.502 -0.223 -0.022
H 3.52364 -4.14736 7.46615 0.114 -0.132 0.111
H 2.70730 -5.68396 7.78138 -0.082 0.095 0.138
H 3.23097 -4.63933 9.13867 -0.154 -0.074 -0.070
H 5.85455 -7.21640 8.92828 -0.061 0.021 0.009
H 4.29696 -7.39073 10.83719 -0.252 -0.079 0.071
H 3.77675 -8.42861 9.48842 -0.214 -0.002 0.172
H 2.98382 -6.86290 9.76342 0.127 0.013 -0.060
C -0.23500 -3.90772 -6.46186 -0.008 0.116 0.004
C 0.21072 -5.30115 -6.10487 0.400 -0.228 0.257
O 1.23816 -5.51862 -5.48114 -0.133 0.080 -0.110
N -0.57923 -6.33835 -6.50405 0.057 0.418 -0.005
C -1.82267 -6.27610 -7.24527 0.210 -0.492 0.167
H 0.48426 -3.18334 -6.08320 -0.009 -0.194 0.035
H -0.29524 -3.80070 -7.54721 -0.160 0.059 0.057
H -1.20685 -3.69942 -6.00905 -0.006 0.081 -0.159
H -0.22523 -7.24332 -6.23369 -0.033 0.059 -0.011
H -2.60798 -6.73886 -6.64378 -0.181 0.099 -0.190
H -1.70194 -6.84100 -8.17225 -0.246 0.100 -0.078
H -2.10865 -5.25484 -7.48295 0.105 -0.060 0.075
```
Forces are in eV/Å.